{
  "formula": "C31H26IN3O5PtS",
  "method": "the ωB97M-V functional and the def2-TZVPD basis",
  "species": ["Pt", "C", "O", "C", "C", "C", "C", "C", "C", "N", "N", "C", "C", "C", "C", "O", "C", "N", "C", "C", "C", "C", "H", "H", "H", "H", "H", "H", "H", "H", "H", "H", "H", "H", "C", "C", "C", "C", "C", "C", "C", "S", "C", "O", "H", "H", "H", "H", "H", "H", "H", "H", "H", "H", "I", "C", "C", "C", "C", "C", "C", "C", "O", "O", "H", "H", "H", "H"],
  "coordinates": [[-0.9850, -0.9316, -0.1866], [-3.4020, -1.7191, 7.0478], [-3.4053, -3.0940, 6.7416], [-2.2633, -3.6425, 6.2547], [-1.0972, -2.9309, 5.9964], [0.0082, -3.5795, 5.4716], [-0.0380, -4.9466, 5.2058], [-1.1930, -5.6660, 5.5259], [-2.3030, -5.0198, 6.0222], [1.0752, -5.7000, 4.7629], [1.8449, -5.3324, 3.8602], [1.6061, -4.2063, 3.0567], [2.6547, -3.3085, 2.8892], [2.4970, -2.0953, 2.2487], [1.2562, -1.7094, 1.6839], [1.0294, -0.5656, 1.1921], [0.2088, -2.7490, 1.7014], [-0.9575, -2.5027, 1.0316], [-1.9431, -3.3795, 1.0284], [-1.8229, -4.6229, 1.6555], [-0.6618, -4.9286, 2.3068], [0.3760, -3.9771, 2.3854], [-4.3806, -1.5033, 7.4709], [-3.2548, -1.1119, 6.1487], [-2.6280, -1.4744, 7.7822], [-1.0344, -1.8686, 6.1900], [0.9053, -3.0107, 5.2687], [-1.2032, -6.7363, 5.3675], [-3.2098, -5.5604, 6.2546], [3.6061, -3.5551, 3.3443], [3.3211, -1.3981, 2.1900], [-2.8352, -3.0931, 0.4901], [-2.6377, -5.3282, 1.5909], [-0.5262, -5.9033, 2.7542], [0.8569, 5.2821, -1.4036], [0.4037, 4.1927, -0.4785], [-0.7840, 3.5107, -0.7103], [-1.1989, 2.4945, 0.1327], [-0.4081, 2.1539, 1.2148], [0.7900, 2.8056, 1.4611], [1.1843, 3.8287, 0.6175], [-0.9149, 0.8552, 2.3269], [-2.0322, 1.8686, 3.3487], [-1.9074, -0.0154, 1.5768], [0.0389, 5.6317, -2.0308], [1.6523, 4.9236, -2.0595], [1.2497, 6.1316, -0.8458], [-1.3917, 3.7721, -1.5668], [-2.1195, 1.9580, -0.0530], [1.4190, 2.4962, 2.2858], [2.1221, 4.3391, 0.7980], [-2.7964, 2.3266, 2.7244], [-1.4434, 2.6309, 3.8551], [-2.4906, 1.2058, 4.0808], [2.1137, -0.8596, -8.4008], [1.3154, -0.8473, -6.4679], [1.1471, -2.0451, -5.7929], [0.6172, -2.0351, -4.5170], [0.2579, -0.8305, -3.9199], [0.4336, 0.3688, -4.6049], [0.9631, 0.3606, -5.8822], [-0.3056, -0.8370, -2.5526], [-0.4536, -1.9342, -1.9256], [-0.6525, 0.2229, -1.9598], [1.4290, -2.9783, -6.2590], [0.4798, -2.9578, -3.9726], [0.1546, 1.2968, -4.1256], [1.1030, 1.2873, -6.4202]],
  "lowdin_charge": [1.209, -0.088, -0.082, -0.283, -0.011, -0.012, -0.301, -0.033, 0.000, 0.058, 0.064, -0.274, -0.035, -0.012, -0.390, -0.187, -0.099, -0.082, -0.102, -0.027, 0.008, -0.105, 0.093, 0.087, 0.096, 0.102, 0.120, 0.115, 0.118, 0.114, 0.108, 0.117, 0.111, 0.116, -0.048, -0.265, -0.028, -0.085, -0.410, -0.065, -0.030, 0.979, -0.207, -0.614, 0.076, 0.087, 0.081, 0.118, 0.111, 0.118, 0.118, 0.062, 0.060, 0.043, 0.867, -0.727, -0.142, -0.003, -0.129, -0.004, -0.143, -0.587, -0.086, -0.093, 0.095, 0.124, 0.121, 0.093],
  "max_force_ha_per_bohr": 0.0273,
  "de_lowest_ev": 2.060,
  "lumo_energy_ev": 0.0342,
  "e_homo_ev": -6.66,
  "orbital_gap_ev": 6.70
}

***

{
  "formula": "C31H26MnN6PS",
  "method": "the ωB97M-V functional and the def2-TZVPD basis",
  "species": ["Mn", "N", "C", "C", "N", "C", "C", "N", "C", "C", "N", "H", "H", "H", "H", "H", "H", "C", "C", "C", "C", "C", "C", "P", "C", "C", "C", "C", "C", "C", "C", "C", "C", "C", "C", "C", "H", "H", "H", "H", "H", "H", "H", "H", "H", "H", "H", "H", "H", "H", "N", "C", "N", "C", "C", "C", "C", "C", "C", "S", "H", "H", "H", "H", "H", "H"],
  "coordinates": [[-0.2972, -0.1387, 0.1287], [3.3963, -0.9099, -1.9098], [3.2898, 0.2988, -2.5679], [2.0616, 0.7855, -2.2543], [1.4066, -0.1079, -1.4360], [2.2436, -1.1069, -1.2479], [1.8502, -2.1849, -0.3532], [0.8009, -2.0030, 0.4217], [0.5865, -3.2048, 1.0716], [1.5422, -4.0905, 0.6960], [2.3345, -3.4276, -0.2209], [4.2135, -1.4981, -1.9028], [4.0817, 0.6912, -3.1815], [1.6082, 1.7080, -2.5740], [-0.2168, -3.3424, 1.7745], [1.7241, -5.1127, 0.9775], [3.1011, -3.8376, -0.7294], [1.7377, 6.7344, 0.2516], [1.9112, 6.1420, 1.4972], [1.7043, 4.7806, 1.6542], [1.3232, 4.0062, 0.5585], [1.1560, 4.6026, -0.6893], [1.3597, 5.9673, -0.8406], [0.9073, 2.2606, 0.7572], [1.9882, 1.5892, 2.0635], [3.3203, 1.9829, 2.1616], [4.1731, 1.3526, 3.0605], [3.7103, 0.3190, 3.8615], [2.3842, -0.0858, 3.7661], [1.5365, 0.5467, 2.8690], [-0.7605, 2.3224, 1.4479], [-1.3700, 3.3251, 2.2047], [-2.7307, 3.2641, 2.4469], [-3.4952, 2.2254, 1.9166], [-2.9081, 1.2220, 1.1570], [-1.5326, 1.2819, 0.9606], [1.9020, 7.7974, 0.1342], [2.2060, 6.7415, 2.3482], [1.8457, 4.3249, 2.6271], [0.8542, 4.0077, -1.5436], [1.2276, 6.4292, -1.8099], [3.6984, 2.7860, 1.5406], [5.2020, 1.6789, 3.1374], [4.3761, -0.1625, 4.5653], [2.0100, -0.8768, 4.4031], [0.4902, 0.2529, 2.8499], [-0.7864, 4.1645, 2.5626], [-3.2109, 4.0419, 3.0258], [-4.5638, 2.1981, 2.0902], [-3.5260, 0.4440, 0.7350], [-2.4081, -1.9536, 2.1893], [-2.6545, -1.9978, 0.8618], [-1.9540, -1.3326, -0.0212], [-2.4420, -1.5360, -1.3305], [-1.9534, -0.9528, -2.4914], [-2.5615, -1.2681, -3.6944], [-3.6400, -2.1532, -3.7447], [-4.1324, -2.7361, -2.5908], [-3.5187, -2.4124, -1.3885], [-3.9306, -2.9620, 0.2162], [-1.8924, -1.1668, 2.5518], [-3.0654, -2.3720, 2.8276], [-1.1193, -0.2607, -2.4831], [-2.1979, -0.8195, -4.6086], [-4.1002, -2.3831, -4.6959], [-4.9706, -3.4188, -2.6299]],
  "lowdin_charge": [0.905, 0.146, -0.029, -0.112, 0.019, -0.263, -0.252, 0.034, -0.085, -0.026, 0.149, 0.174, 0.133, 0.107, 0.103, 0.133, 0.176, -0.049, -0.050, -0.102, -0.374, -0.091, -0.058, 1.101, -0.369, -0.089, -0.055, -0.060, -0.066, -0.121, -0.394, -0.035, -0.035, -0.040, -0.089, -0.205, 0.118, 0.118, 0.114, 0.094, 0.115, 0.110, 0.117, 0.115, 0.112, 0.082, 0.114, 0.122, 0.121, 0.099, 0.138, -0.704, -0.046, -0.291, -0.024, -0.050, -0.051, -0.056, -0.443, 1.174, 0.101, 0.119, 0.090, 0.117, 0.120, 0.124],
  "max_force_ha_per_bohr": 0.0157,
  "de_lowest_ev": 0.924,
  "lumo_energy_ev": [-7.2960, -5.6015],
  "e_homo_ev": [-13.59, -13.70],
  "orbital_gap_ev": [6.29, 8.10],
  "s2": 6.3697,
  "charge": 2,
  "spin_multiplicity": 5
}

***

{
  "formula": "C31H26N4O5PPd",
  "method": "the ωB97M-V functional and the def2-TZVPD basis",
  "species": ["Pd", "O", "C", "C", "C", "C", "C", "C", "C", "O", "N", "O", "O", "H", "H", "H", "H", "N", "C", "C", "C", "C", "C", "C", "P", "C", "C", "C", "C", "C", "C", "C", "C", "C", "C", "C", "C", "H", "H", "H", "H", "H", "H", "H", "H", "H", "H", "H", "H", "H", "H", "H", "H", "N", "C", "O", "C", "C", "C", "N", "C", "C", "H", "H", "H", "H", "H", "H"],
  "coordinates": [[-0.3716, 0.1209, -0.3561], [-2.1767, 0.1908, 0.9051], [-2.6348, 1.2529, 1.3506], [-2.2904, 2.6039, 1.0234], [-2.9801, 3.5857, 1.7660], [-2.7631, 4.9092, 1.5238], [-1.8752, 5.3288, 0.5228], [-1.2021, 4.4016, -0.2186], [-1.3664, 3.0056, 0.0014], [-0.6914, 2.1960, -0.7344], [-3.4779, 5.9111, 2.3185], [-4.2634, 5.5082, 3.1522], [-3.2783, 7.0775, 2.0541], [-3.4334, 1.1554, 2.0998], [-3.6845, 3.2947, 2.5337], [-1.7392, 6.3875, 0.3535], [-0.5190, 4.7089, -0.9980], [1.4782, 0.7081, -1.6199], [2.8064, 0.5249, -1.0877], [3.9220, 0.6204, -1.9042], [5.1918, 0.4644, -1.3643], [5.3510, 0.2246, -0.0079], [4.2353, 0.1073, 0.8070], [2.9576, 0.2394, 0.2738], [1.4583, -0.0951, 1.2302], [1.0068, -1.7784, 0.6751], [1.7949, -2.5408, -0.2002], [1.3166, -3.7365, -0.7016], [0.0485, -4.1922, -0.3484], [-0.7343, -3.4566, 0.5228], [-0.2604, -2.2519, 1.0348], [1.9093, -0.1694, 2.9695], [2.0009, 1.0316, 3.6733], [2.3696, 1.0229, 5.0081], [2.6313, -0.1824, 5.6468], [2.5296, -1.3790, 4.9517], [2.1718, -1.3767, 3.6120], [1.1737, 1.6789, -1.5171], [1.4532, 0.4948, -2.6114], [3.8001, 0.8369, -2.9589], [6.0584, 0.5457, -2.0064], [6.3409, 0.1164, 0.4136], [4.3546, -0.1032, 1.8627], [2.7835, -2.1950, -0.4743], [1.9346, -4.3261, -1.3663], [-0.3165, -5.1288, -0.7489], [-1.7148, -3.8087, 0.8140], [-0.8784, -1.6903, 1.7254], [1.7820, 1.9719, 3.1801], [2.4436, 1.9549, 5.5519], [2.9108, -0.1884, 6.6918], [2.7303, -2.3172, 5.4513], [2.0979, -2.3128, 3.0719], [-3.4365, -3.3193, -6.0008], [-3.9821, -2.9669, -4.8105], [-5.1259, -3.2057, -4.4945], [-3.0885, -2.1894, -3.8737], [-1.7090, -2.3345, -3.8281], [-0.9980, -1.6180, -2.8819], [-1.5795, -0.7802, -2.0213], [-2.9082, -0.6410, -2.0680], [-3.6957, -1.3304, -2.9689], [-4.0501, -3.7509, -6.6732], [-2.5980, -2.8836, -6.3407], [-1.1839, -3.0187, -4.4808], [0.0758, -1.7325, -2.7899], [-3.3408, 0.0402, -1.3488], [-4.7710, -1.2217, -2.9677]],
  "lowdin_charge": [0.906, -0.104, -0.167, -0.112, 0.051, -0.144, 0.026, 0.012, -0.330, -0.162, -0.360, 0.081, 0.088, 0.141, 0.130, 0.128, 0.121, 0.041, -0.308, -0.019, -0.054, -0.058, -0.059, -0.313, 1.074, -0.406, -0.075, -0.067, -0.063, -0.057, -0.132, -0.380, -0.092, -0.064, -0.060, -0.062, -0.078, 0.087, 0.103, 0.119, 0.115, 0.114, 0.112, 0.110, 0.114, 0.114, 0.118, 0.098, 0.109, 0.112, 0.113, 0.112, 0.108, 0.182, -0.496, 0.091, -0.112, 0.004, -0.121, -0.015, -0.087, 0.033, 0.122, 0.102, 0.119, 0.102, 0.110, 0.132],
  "max_force_ha_per_bohr": 0.0090,
  "lumo_energy_ev": [-2.7510, -3.9928],
  "e_homo_ev": [-10.71, -10.99],
  "orbital_gap_ev": [7.96, 7.00],
  "s2": 2.0095,
  "charge": 1,
  "spin_multiplicity": 3
}

***

Energy list, top to bottom, in Eh: -2552.48887, -3415.55710, -2261.11364